Below is a molecular structure, C11H27ClILaOP2 in a non-equilibrium geometry, with properties calculated with the ωB97M-V functional and the def2-TZVPD basis.

XYZ file:
```
44
Properties=species:S:1:pos:R:3:forces:R:3
C -1.445 1.585 -0.437 1.4222 1.2153 0.3159
I -0.487 -3.010 -1.359 0.4478 0.8944 -0.1592
H -0.454 1.929 -0.856 -1.0618 -0.1425 0.3734
H -1.448 1.735 0.659 -0.0959 -0.2189 -0.4278
H -2.197 2.268 -0.878 0.0958 -0.4724 -0.0278
La 0.844 -0.178 -1.301 1.8980 -1.4824 -0.2195
P -1.253 0.339 -3.378 -1.9710 -0.2475 -2.5491
C -2.925 -0.315 -3.677 -0.1200 -0.2043 0.5816
C -1.426 1.940 -4.273 0.4575 0.6613 0.8752
H 0.735 -0.327 -4.635 -0.1950 -0.1559 -0.2461
H -0.737 -0.298 -5.661 0.0121 0.0243 0.4031
H -0.458 -1.672 -4.525 0.1019 0.2725 -0.0639
C -0.332 -0.592 -4.682 0.8101 -0.4582 0.8180
H -0.485 2.501 -4.188 -0.3221 0.0375 -0.1578
H -1.634 1.733 -5.335 0.0438 -0.0990 0.4916
H -3.175 -0.196 -4.743 0.1507 -0.0363 0.3855
H -3.646 0.245 -3.067 -0.0190 -0.2269 -0.2306
H -2.253 2.527 -3.847 0.2838 -0.0741 -0.1600
H -2.943 -1.376 -3.397 -0.1650 0.1942 -0.0713
C -1.849 0.195 -0.775 -5.5147 -2.3739 2.2752
O -2.704 -0.505 -0.321 4.0919 2.8720 -2.7466
Cl 2.600 1.310 -2.484 -0.2863 -0.0774 0.0160
C 3.701 -0.794 1.766 0.0914 0.0644 0.1043
C 2.363 -1.289 2.319 -0.0872 -0.2787 -0.3750
P 0.896 -0.386 1.662 -0.0392 0.0880 1.6091
C -0.540 -1.281 2.402 -0.1019 -0.1696 -0.6211
C -0.363 -1.792 3.831 -0.1735 -0.1082 0.3425
C 0.937 1.241 2.544 0.1875 0.1111 -0.5709
C 1.319 1.237 4.023 -0.0625 0.2375 0.3858
H 3.760 -0.883 0.671 0.0199 0.0067 0.2241
H 4.505 -1.407 2.193 -0.1351 0.2396 -0.1988
H 3.892 0.253 2.038 -0.0023 -0.2310 -0.0830
H 2.210 -2.345 2.046 0.0345 0.2212 0.1445
H 2.341 -1.225 3.417 -0.0460 -0.0276 -0.3957
H -1.415 -0.616 2.325 0.1617 -0.0699 0.0931
H -0.748 -2.109 1.704 0.0685 0.1213 0.3297
H -0.367 -0.980 4.566 0.0055 -0.2340 -0.2151
H -1.204 -2.450 4.078 0.1774 0.1225 -0.0548
H 0.555 -2.373 3.969 -0.2522 0.1047 -0.1061
H 1.641 1.866 1.971 -0.1109 -0.0470 0.2176
H -0.054 1.702 2.402 0.1813 -0.0736 0.1143
H 2.272 0.732 4.225 -0.2671 0.1562 -0.1395
H 1.430 2.279 4.354 -0.0019 -0.2812 -0.0520
H 0.543 0.783 4.652 0.2872 0.1460 -0.2290
```
Forces are in eV/Å.

- LUMO level (alpha / beta) (eV) = -10.4 / -10.4
- charge = +2
- multiplicity = 1
- ΔE to the lowest compared entry with this formula, charge and spin (kJ/mol) = 0.00

Need the Löwdin charges? In units of e they are:
1 C -0.07
2 I 0.14
3 H 0.06
4 H 0.11
5 H 0.15
6 La 1.00
7 P 0.74
8 C -0.24
9 C -0.21
10 H 0.04
11 H 0.08
12 H 0.04
13 C -0.23
14 H 0.06
15 H 0.08
16 H 0.08
17 H 0.06
18 H 0.06
19 H 0.06
20 C -0.39
21 O 0.21
22 Cl -0.20
23 C -0.13
24 C -0.40
25 P 0.82
26 C -0.41
27 C -0.12
28 C -0.40
29 C -0.12
30 H 0.06
31 H 0.09
32 H 0.08
33 H 0.10
34 H 0.08
35 H 0.08
36 H 0.03
37 H 0.07
38 H 0.09
39 H 0.08
40 H 0.08
41 H 0.07
42 H 0.08
43 H 0.09
44 H 0.07



Below is a molecular structure, C13H13CuI2N2O8P2 in a non-equilibrium geometry, with properties calculated with the ωB97M-V functional and the def2-TZVPD basis.

XYZ file:
```
41
Properties=species:S:1:pos:R:3:forces:R:3
Cu 1.801 0.756 -0.116 0.8536 -0.2684 -0.1338
I -4.093 -2.089 3.799 -0.9747 -0.1427 0.4821
C -2.315 -1.254 3.258 1.0557 0.9292 -0.2969
C -1.636 -0.275 4.014 -1.1154 -1.0229 -0.7299
C -0.388 0.124 3.650 0.0850 0.2641 -0.0797
I 0.656 1.311 5.027 0.1071 0.1190 -0.2683
C 0.275 -0.361 2.489 1.8226 -0.6963 0.6435
O 1.507 -0.151 2.270 -0.3724 0.5664 -0.3685
C -0.464 -1.301 1.715 -0.9479 0.0178 -0.3383
C 0.101 -1.866 0.448 -0.2458 -1.4897 0.9789
N 0.368 -0.901 -0.544 0.9499 0.8166 -0.5257
C -0.756 -0.076 -0.929 0.2161 -2.1698 -2.4148
C -0.911 1.122 -0.118 -0.0139 2.7489 1.5860
C -2.169 1.552 0.308 0.6601 -0.4517 0.1450
C -2.285 2.507 1.289 0.2355 0.3789 -1.0913
C -1.161 3.160 1.760 -0.3957 0.6905 1.9087
C 0.068 2.742 1.297 -0.0422 -0.2101 -1.2462
N 0.192 1.848 0.293 -0.9290 -1.6775 0.4368
C -1.734 -1.719 2.082 0.4396 0.1786 0.3943
H -2.107 0.189 4.840 -0.3923 0.0933 0.8995
H -0.687 -2.582 0.150 0.1916 -0.0882 -0.4794
H 1.004 -2.473 0.627 -0.1217 0.4079 0.0259
H 0.893 -1.278 -1.338 -0.3275 0.1683 0.1314
H -1.670 -0.731 -0.945 0.2245 0.8963 0.2332
H -0.552 0.127 -2.001 -0.2384 0.4125 0.3527
H -3.061 1.085 -0.055 -0.2538 -0.4491 -0.1616
H -3.286 2.751 1.543 -0.5843 0.4632 0.7008
H -1.268 3.920 2.597 0.3761 -1.0588 -1.1714
H 1.007 3.108 1.683 -0.0049 0.2533 -0.0107
H -2.263 -2.452 1.473 0.1589 0.1075 0.0641
O 2.552 -1.608 -5.272 0.4717 0.1128 0.3038
P 1.292 -1.732 -4.280 -0.2367 2.1084 0.7696
O 0.709 -3.078 -4.256 0.4307 -0.7428 0.3518
O 0.347 -0.565 -4.416 0.5604 -0.1952 -0.1897
O 2.154 -1.320 -2.780 -0.1053 -0.0742 -1.4212
P 3.116 -0.007 -2.728 -0.0784 1.5199 1.4565
O 2.134 1.285 -3.149 0.2850 -0.9943 -0.5559
O 4.318 -0.099 -3.625 -1.1424 -0.4863 -0.2535
O 3.429 0.257 -1.248 -0.8155 -0.1260 -0.7859
H 3.296 -1.095 -4.839 -0.3699 -0.3301 -0.4050
H 1.590 1.168 -3.973 0.5842 -0.5794 1.0629
```
Forces are in eV/Å.

- LUMO level (eV) = 3.5
- charge = -2
- multiplicity = 1

Need the natural (NBO) charges? In units of e they are:
1 Cu 0.88
2 I 0.07
3 C -0.28
4 C -0.27
5 C -0.25
6 I 0.06
7 C 0.42
8 O -0.77
9 C -0.15
10 C -0.22
11 N -0.70
12 C -0.31
13 C 0.25
14 C -0.24
15 C -0.17
16 C -0.28
17 C 0.06
18 N -0.54
19 C -0.22
20 H 0.21
21 H 0.15
22 H 0.22
23 H 0.45
24 H 0.19
25 H 0.29
26 H 0.21
27 H 0.20
28 H 0.22
29 H 0.21
30 H 0.21
31 O -1.06
32 P 2.52
33 O -1.15
34 O -1.22
35 O -1.14
36 P 2.53
37 O -1.05
38 O -1.17
39 O -1.22
40 H 0.53
41 H 0.52



Below is a molecular structure, C3H9AgF2N2O10P in a non-equilibrium geometry, with properties calculated with the ωB97M-V functional and the def2-TZVPD basis.

XYZ file:
```
28
Properties=species:S:1:pos:R:3:forces:R:3
Ag -0.088 5.024 -17.777 0.5563 0.8748 -1.3290
F 0.467 7.279 -17.948 -0.0002 0.1318 0.4885
F 0.111 4.820 -20.375 -0.0481 -0.1849 -0.0038
N 2.419 3.137 -17.426 0.9404 -0.7809 -1.6304
O 1.664 2.751 -18.270 -1.8500 -4.7987 -2.4118
O 3.393 2.489 -16.960 0.3931 -1.1296 0.6667
O 2.257 4.279 -17.195 0.9332 6.1133 3.9245
N -3.553 5.562 -18.167 1.7616 2.1156 1.6223
O -2.457 5.092 -18.268 2.5308 -2.2167 0.3507
O -4.277 5.541 -19.107 -4.0936 -0.3798 -3.3892
O -3.844 6.217 -17.143 -1.1599 0.2452 1.6924
C -3.982 2.938 -16.105 0.9895 0.3158 0.9950
O -2.982 1.931 -15.704 1.1377 0.1511 0.5813
P -1.420 2.307 -15.203 -0.7496 0.2966 -4.9427
O -0.656 3.181 -16.177 -1.8301 -1.3375 3.6292
O -1.657 2.731 -13.645 0.7083 -0.8790 -1.2685
C -2.908 2.792 -13.014 -0.6060 0.4503 1.8628
O -0.782 0.798 -15.336 0.0053 1.3186 2.0435
C 0.539 0.637 -14.700 -0.5695 -1.0294 -0.5186
H -4.792 2.951 -15.377 0.0126 -0.2942 0.3527
H -4.459 2.738 -17.065 0.8015 -0.1329 -0.1674
H -3.503 3.915 -16.040 -0.2060 0.1847 -0.7079
H -2.842 2.405 -11.997 0.7887 -0.2157 0.2932
H -3.776 2.217 -13.337 0.3989 0.2038 -1.2736
H -3.136 3.842 -12.832 -0.3888 0.0693 -0.5601
H 0.448 -0.211 -14.021 -0.2024 0.0080 0.2805
H 0.932 1.481 -14.133 -0.2577 0.2727 -0.4312
H 1.239 0.300 -15.465 0.0041 0.6278 -0.1494
```
Forces are in eV/Å.

- LUMO level (eV) = 6.0
- charge = -3
- multiplicity = 1
- ΔE to the lowest compared entry with this formula, charge and spin (kJ/mol) = 0.00

Need the natural (NBO) charges? In units of e they are:
1 Ag 0.94
2 F -0.97
3 F -0.98
4 N 0.72
5 O -0.51
6 O -0.67
7 O -0.52
8 N 0.72
9 O -0.50
10 O -0.56
11 O -0.64
12 C -0.25
13 O -0.85
14 P 2.50
15 O -1.01
16 O -0.81
17 C -0.24
18 O -0.79
19 C -0.26
20 H 0.14
21 H 0.20
22 H 0.24
23 H 0.15
24 H 0.20
25 H 0.19
26 H 0.15
27 H 0.20
28 H 0.22



Below is a molecular structure, C21H44N7SiTc, with properties calculated with the ωB97M-V functional and the def2-TZVPD basis.

XYZ file:
```
74
Properties=species:S:1:pos:R:3:forces:R:3
Tc -0.324 0.210 0.297 -0.1002 -0.1605 -0.2736
C -1.401 -2.602 -0.402 0.0036 0.0625 0.0156
C -1.822 -1.642 -1.530 0.1125 0.0224 0.0691
N -0.816 -0.555 -1.694 0.0702 0.0864 0.0890
C 0.419 -1.028 -2.407 -0.0641 -0.0023 0.0903
C 1.642 -0.305 -1.886 -0.0763 -0.0034 0.1733
N 1.655 -0.301 -0.388 0.1573 -0.0929 -0.1248
C 2.119 -1.561 0.266 -0.1378 0.0963 -0.0423
C 1.016 -2.611 0.309 -0.0288 0.0247 -0.0065
N -0.352 -2.006 0.500 -0.1511 0.2145 0.0304
H -2.275 -2.839 0.199 -0.0060 -0.0074 0.0254
H -1.032 -3.544 -0.801 0.0426 -0.0410 -0.0159
H -1.955 -2.182 -2.466 -0.0013 -0.0363 -0.0456
H -2.773 -1.175 -1.285 -0.0123 0.0268 -0.0002
H -1.235 0.173 -2.268 0.0117 0.0414 -0.0289
H 0.501 -2.102 -2.260 -0.0087 -0.0221 0.0008
H 0.321 -0.870 -3.480 -0.0329 0.0078 -0.0537
H 2.554 -0.751 -2.282 0.0354 -0.0328 -0.0097
H 1.613 0.739 -2.197 0.0344 0.0350 0.0111
H 2.315 0.425 -0.116 -0.0019 0.0164 0.0156
H 2.995 -1.961 -0.246 0.0418 -0.0186 -0.0103
H 2.429 -1.292 1.275 -0.0127 0.0407 0.0156
H 1.007 -3.205 -0.599 -0.0163 0.0092 -0.0465
H 1.220 -3.307 1.121 -0.0108 -0.0504 0.0142
H -0.638 -2.215 1.449 -0.0153 -0.0376 0.0232
C 0.661 -0.823 3.788 0.0513 0.0256 -0.0084
C 0.906 0.569 3.298 0.0785 0.1482 0.1228
C 1.536 1.541 4.104 -0.0213 -0.0985 0.0136
C 1.718 2.845 3.648 0.0103 -0.0062 0.0535
C 1.283 3.205 2.390 0.0040 -0.0340 -0.0590
C 0.686 2.200 1.598 -0.1360 0.0087 -0.2693
N 0.504 0.913 2.082 0.1785 0.1238 0.2633
N 0.202 2.256 0.354 0.1939 -0.2179 0.2183
Si 0.146 3.723 -0.730 -0.0194 0.0442 0.0183
C 1.905 4.286 -0.931 0.1245 -0.0200 0.0406
C -0.948 4.962 0.095 -0.1337 0.0287 0.1154
C -0.597 3.092 -2.302 -0.0708 -0.1137 -0.2740
H 1.427 -1.511 3.419 -0.0568 0.0410 0.0029
H -0.321 -1.172 3.461 0.0380 -0.0240 0.0013
H 0.694 -0.865 4.875 -0.0020 0.0043 -0.0279
H 1.869 1.262 5.096 -0.0294 0.0008 -0.0381
H 2.195 3.577 4.288 -0.0132 -0.0363 -0.0140
H 1.397 4.214 2.014 -0.0089 -0.0613 -0.0093
H 1.978 5.360 -0.734 0.0477 -0.0718 -0.0255
H 2.249 4.117 -1.954 0.0200 0.0288 0.0670
H 2.600 3.776 -0.255 -0.0319 0.0872 -0.0878
H -0.789 5.024 1.175 -0.0177 0.0638 -0.0612
H -2.004 4.742 -0.084 0.0452 0.0267 0.0479
H -0.740 5.950 -0.328 -0.0623 -0.0182 0.0373
H 0.137 2.580 -2.934 -0.0933 0.0107 0.0406
H -0.971 3.941 -2.885 0.0388 -0.0982 0.0141
H -1.454 2.428 -2.132 0.0357 0.1099 0.0125
C -6.327 2.272 2.403 -0.0039 -0.0392 -0.0273
C -4.913 2.811 2.258 -0.0589 -0.1583 -0.0505
N -4.118 2.074 1.238 -0.1122 0.0646 -0.0340
C -4.603 2.207 -0.151 -0.0648 -0.0434 0.0449
C -5.375 0.989 -0.660 0.0289 0.0178 0.0484
C -3.044 1.372 1.526 0.1693 -0.1746 0.0360
C -2.604 1.224 2.953 0.0358 -0.0100 -0.0352
N -2.315 0.752 0.580 -0.0501 -0.0849 0.0001
H -6.823 2.799 3.218 0.0019 -0.0069 -0.0298
H -6.324 1.206 2.642 -0.0029 0.0630 -0.0052
H -6.923 2.431 1.504 0.0314 -0.0132 0.0489
H -4.400 2.772 3.212 0.0785 -0.0109 -0.0122
H -4.928 3.856 1.946 0.0174 0.0291 -0.0389
H -3.754 2.456 -0.795 0.0170 -0.0143 0.0110
H -5.252 3.078 -0.165 -0.0070 0.0631 -0.0153
H -4.848 0.049 -0.474 0.0325 0.0388 -0.0280
H -5.551 1.084 -1.733 0.0097 0.0086 0.0678
H -6.344 0.912 -0.170 0.0556 -0.0134 -0.0145
H -3.429 0.881 3.574 -0.0275 0.0168 0.0083
H -2.249 2.173 3.362 -0.0035 -0.0373 -0.0185
H -1.809 0.487 3.009 -0.0630 0.0482 -0.0210
H -2.756 0.843 -0.328 -0.0870 0.1252 -0.0456
```
Forces are in eV/Å.

- LUMO level (alpha / beta) (eV) = -8.3 / -11.6
- charge = +3
- multiplicity = 4
- ΔE to the lowest compared entry with this formula, charge and spin (kJ/mol) = 57.72

Need the Löwdin charges? In units of e they are:
1 Tc 1.51
2 C -0.13
3 C -0.15
4 N -0.15
5 C -0.13
6 C -0.13
7 N -0.17
8 C -0.14
9 C -0.14
10 N -0.13
11 H 0.13
12 H 0.13
13 H 0.14
14 H 0.10
15 H 0.11
16 H 0.12
17 H 0.15
18 H 0.14
19 H 0.12
20 H 0.13
21 H 0.14
22 H 0.11
23 H 0.12
24 H 0.14
25 H 0.11
26 C 0.01
27 C -0.29
28 C 0.06
29 C 0.02
30 C 0.05
31 C -0.40
32 N -0.02
33 N -0.07
34 Si 0.46
35 C -0.14
36 C -0.14
37 C -0.16
38 H 0.09
39 H 0.07
40 H 0.11
41 H 0.14
42 H 0.14
43 H 0.13
44 H 0.06
45 H 0.05
46 H 0.03
47 H 0.04
48 H 0.04
49 H 0.06
50 H 0.04
51 H 0.06
52 H 0.01
53 C -0.05
54 C -0.17
55 N -0.04
56 C -0.18
57 C -0.04
58 C -0.36
59 C 0.02
60 N -0.03
61 H 0.10
62 H 0.09
63 H 0.08
64 H 0.11
65 H 0.14
66 H 0.11
67 H 0.13
68 H 0.06
69 H 0.10
70 H 0.08
71 H 0.11
72 H 0.11
73 H 0.04
74 H 0.02



Below is 2 unconnected molecules or ions with the total composition C4H6Cl2 in a non-equilibrium geometry, with properties calculated with the ωB97M-V functional and the def2-TZVPD basis.

XYZ file:
```
12
Properties=species:S:1:pos:R:3:forces:R:3
C -0.051 -0.108 0.081 -0.0773 3.3371 -2.6334
C -0.159 1.652 -1.108 0.2938 -3.7266 2.9754
C -0.218 -0.001 1.517 -0.2624 0.2541 0.2362
C 0.676 -1.169 -0.599 -0.0119 -0.1595 -0.3804
Cl -0.497 1.211 -2.714 0.0500 -0.0764 -0.5787
Cl -1.303 2.704 -0.406 -0.2113 0.4527 0.1624
H 0.503 -0.584 2.098 0.0636 0.0663 -0.0358
H -1.222 -0.389 1.728 -0.0465 -0.0252 0.2400
H -0.225 1.037 1.840 0.0086 0.1043 0.1081
H 1.253 -0.758 -1.425 0.1247 -0.0814 -0.0347
H -0.071 -1.821 -1.066 0.0690 -0.2259 -0.0522
H 1.314 -1.773 0.054 -0.0002 0.0805 -0.0067
```
Forces are in eV/Å.

- LUMO level (alpha / beta) (eV) = 0.3 / -0.6
- charge = 0
- multiplicity = 1
- ΔE to the lowest compared entry with this formula, charge and spin (kJ/mol) = 470.11

Need the natural (NBO) charges? In units of e they are:
1 C 0.26
2 C -0.21
3 C -0.76
4 C -0.76
5 Cl 0.02
6 Cl 0.01
7 H 0.21
8 H 0.25
9 H 0.26
10 H 0.26
11 H 0.25
12 H 0.21



Below is 2 unconnected molecules or ions with the total composition C6H8FNO in a non-equilibrium geometry, with properties calculated with the ωB97M-V functional and the def2-TZVPD basis.

XYZ file:
```
17
Properties=species:S:1:pos:R:3:forces:R:3
C 0.546 -1.613 1.132 0.0573 0.1677 -0.1193
C 1.106 -1.018 0.085 0.0556 -0.0761 0.0472
C -1.140 0.174 1.107 -0.0414 -0.1368 0.0530
C -0.800 -1.184 1.620 0.2309 0.0075 -0.1422
C 0.371 0.046 -0.610 -1.4385 -1.8917 -1.0563
C 0.438 1.805 -2.169 -0.3311 0.3362 -0.2694
N -0.613 0.735 0.104 -0.1095 0.6339 -0.2191
O 1.062 0.709 -1.507 0.2095 -0.2122 0.4334
F -0.727 -1.010 -1.629 1.2624 1.3777 1.2630
H 1.033 -2.422 1.655 0.1059 -0.0900 -0.0428
H 2.066 -1.288 -0.322 0.1174 -0.1000 0.0008
H -1.897 0.745 1.632 -0.1306 0.0283 0.0985
H -1.556 -1.881 1.235 -0.0373 0.0107 0.0297
H -0.864 -1.215 2.711 -0.0563 0.0327 -0.0787
H 0.566 1.651 -3.241 0.0156 -0.0270 0.1149
H 0.937 2.725 -1.861 -0.0332 -0.0734 -0.0156
H -0.620 1.854 -1.919 0.1232 0.0125 -0.0970
```
Forces are in eV/Å.

- LUMO level (eV) = 0.2
- charge = 0
- multiplicity = 1
- ΔE to the lowest compared entry with this formula, charge and spin (kJ/mol) = 69.47

Need the natural (NBO) charges? In units of e they are:
1 C -0.11
2 C -0.25
3 C 0.23
4 C -0.55
5 C 0.73
6 C -0.26
7 N -0.48
8 O -0.46
9 F -0.61
10 H 0.22
11 H 0.24
12 H 0.19
13 H 0.28
14 H 0.24
15 H 0.20
16 H 0.19
17 H 0.22



| no. | calculated total energy (eV) |
| --- | --- |
| 1 | -53938.0928 |
| 2 | -112480.8803 |
| 3 | -45423.8232 |
| 4 | -42976.1691 |
| 5 | -29284.9780 |
| 6 | -12604.9465 |